{"formula": "C46H44NP2PtSi", "method": "ωB97M-V/def2-TZVPD", "homo_energy_ha": -0.360, "gap_ev": 7.547, "relative_energy_kj_mol": 67.2, "charge": 1, "lumo_ha": -0.0831, "species": ["Pt", "C", "Si", "C", "C", "C", "C", "C", "C", "P", "C", "C", "C", "C", "C", "C", "C", "C", "C", "C", "C", "C", "C", "C", "C", "C", "C", "C", "P", "C", "C", "C", "C", "C", "C", "C", "C", "C", "C", "C", "C", "H", "H", "H", "H", "H", "H", "H", "H", "H", "H", "H", "H", "H", "H", "H", "H", "H", "H", "H", "H", "H", "H", "H", "H", "H", "H", "H", "H", "H", "H", "H", "C", "N", "C", "C", "C", "C", "C", "C", "C", "C", "H", "H", "H", "H", "H", "H", "H", "H", "H", "H", "H", "H", "H"], "coordinates": [[-0.357586, 0.306986, 0.555370], [2.153024, -1.917203, 0.207945], [1.463539, -0.729620, 1.541189], [2.859862, 0.479234, 1.975762], [4.114249, 0.151596, 2.480024], [5.025076, 1.153726, 2.785594], [4.687209, 2.491947, 2.582772], [3.448997, 2.833476, 2.056983], [2.542925, 1.823630, 1.744559], [0.862574, 2.174363, 1.074442], [1.116746, 3.394332, -0.205084], [2.347023, 3.432997, -0.862303], [2.516784, 4.257809, -1.966132], [1.463534, 5.042878, -2.426802], [0.234307, 4.995459, -1.782940], [0.057899, 4.164638, -0.681981], [0.028372, 3.008624, 2.471703], [0.046240, 4.368372, 2.748732], [-0.552043, 4.856205, 3.912592], [-1.161210, 3.986310, 4.800845], [-1.168236, 2.620351, 4.529511], [-0.577135, 2.137262, 3.375541], [0.920627, -1.826305, 2.955758], [1.736901, -2.377646, 3.936306], [1.210708, -3.273698, 4.869316], [-0.130188, -3.635191, 4.806079], [-0.954582, -3.103495, 3.821141], [-0.430253, -2.194061, 2.904758], [-1.497316, -1.463432, 1.616209], [-2.190791, -2.802127, 0.646149], [-1.696047, -2.886112, -0.667665], [-2.123287, -3.908129, -1.507581], [-3.048109, -4.838213, -1.044855], [-3.543730, -4.740048, 0.246205], [-3.120462, -3.725055, 1.093691], [-2.960576, -0.956983, 2.628853], [-4.275264, -1.001763, 2.164259], [-5.327447, -0.534972, 2.932982], [-5.094000, -0.005110, 4.199428], [-3.797932, 0.013772, 4.690693], [-2.744071, -0.467243, 3.916358], [2.978423, -2.493470, 0.633281], [2.542671, -1.384069, -0.653188], [1.410120, -2.638393, -0.130683], [4.385575, -0.884274, 2.634597], [6.000466, 0.905558, 3.180033], [5.397754, 3.268435, 2.832117], [3.185081, 3.872614, 1.890141], [3.179558, 2.830596, -0.526051], [3.478111, 4.283424, -2.460450], [1.600824, 5.686081, -3.285290], [-0.588681, 5.601609, -2.134766], [-0.915056, 4.140412, -0.191194], [0.536402, 5.062160, 2.074108], [-0.532348, 5.917200, 4.122689], [-1.621036, 4.367280, 5.702735], [-1.630923, 1.927538, 5.222016], [-0.588318, 1.081260, 3.171468], [2.783482, -2.104849, 3.988216], [1.842442, -3.692426, 5.641270], [-0.535679, -4.329743, 5.530368], [-2.001510, -3.377406, 3.778451], [-1.000869, -2.148856, -1.032495], [-1.736169, -3.973227, -2.515231], [-3.385451, -5.633816, -1.694734], [-4.270361, -5.456150, 0.605323], [-3.535280, -3.658759, 2.092194], [-4.496357, -1.481861, 1.208678], [-6.341847, -0.617722, 2.561550], [-5.913591, 0.355023, 4.805300], [-3.599881, 0.390729, 5.685639], [-1.747812, -0.458459, 4.323206], [-4.771795, 2.421260, -1.362617], [-4.094412, 1.656203, -0.290745], [-3.125798, 2.530283, 0.435225], [-3.519854, 0.346961, -0.868480], [-2.439750, 0.595920, -1.843680], [-2.745829, 0.672115, -3.205432], [-1.760033, 0.906582, -4.155653], [-0.458419, 1.068752, -3.734675], [-0.144737, 0.985807, -2.362822], [-1.119262, 0.726885, -1.388903], [-5.274277, 3.291872, -0.950420], [-5.499313, 1.779431, -1.853437], [-4.028690, 2.735627, -2.088838], [-4.790758, 1.366713, 0.395700], [-2.352811, 2.835989, -0.265951], [-2.675147, 1.985834, 1.256189], [-3.643764, 3.402408, 0.829235], [-4.371293, -0.184928, -1.284127], [-3.092713, -0.231811, -0.029524], [-3.775758, 0.533248, -3.520880], [-2.004273, 0.957307, -5.207846], [0.326070, 1.250455, -4.458021], [0.891924, 1.108852, -2.064352]], "atomic_forces_ev_per_a": [[0.29, -0.34, 0.31], [-0.15, 0.21, 0.45], [0.50, -0.25, -0.32], [-0.77, 0.07, -0.22], [0.15, 0.22, 0.10], [-0.16, 0.14, -0.10], [-0.04, -0.03, -0.02], [0.07, -0.07, 0.11], [-0.12, -0.07, 0.04], [0.23, -0.61, 0.40], [0.25, 0.18, -0.30], [-0.14, 0.29, -0.28], [-0.16, 0.08, -0.03], [0.14, -0.14, 0.09], [0.04, -0.17, 0.19], [-0.06, 0.25, -0.09], [-0.01, -0.40, -0.12], [0.03, 0.28, 0.06], [0.13, -0.07, -0.28], [0.01, -0.20, -0.04], [-0.03, 0.15, 0.11], [-0.25, 0.36, 0.35], [-0.27, 0.00, -0.15], [-0.23, -0.32, 0.42], [0.06, 0.24, -0.30], [-0.13, 0.02, -0.07], [0.31, -0.06, 0.10], [-0.01, -0.41, 0.22], [0.12, 0.71, 0.33], [0.62, 0.06, -0.97], [-0.53, -0.54, 0.19], [-0.03, 0.05, 0.19], [0.14, 0.14, -0.09], [-0.11, -0.01, 0.18], [-0.14, -0.34, -0.04], [0.31, 0.28, 0.19], [-0.03, -0.28, -0.51], [-0.15, 0.11, 0.20], [0.13, -0.10, -0.13], [0.10, -0.08, -0.11], [-0.35, 0.25, -0.05], [0.06, 0.01, 0.09], [0.00, 0.15, -0.17], [-0.11, 0.00, -0.01], [0.04, -0.06, 0.02], [0.03, -0.03, 0.02], [0.02, 0.01, 0.00], [0.09, -0.01, 0.03], [-0.05, -0.03, 0.03], [0.00, 0.04, -0.06], [0.01, 0.01, -0.01], [-0.03, 0.03, -0.03], [0.33, 0.03, -0.03], [-0.04, -0.04, -0.03], [0.02, 0.01, -0.03], [-0.01, -0.01, 0.02], [0.01, 0.07, 0.00], [0.07, -0.20, -0.08], [0.02, -0.01, 0.03], [0.03, 0.01, 0.00], [0.00, 0.00, 0.00], [0.02, -0.06, 0.08], [0.17, 0.20, -0.01], [-0.01, -0.01, -0.03], [-0.01, -0.03, -0.01], [-0.01, -0.04, -0.02], [0.05, -0.02, -0.01], [0.07, 0.23, 0.19], [0.01, 0.01, -0.01], [-0.03, 0.01, 0.00], [-0.01, -0.01, 0.01], [0.21, -0.01, 0.11], [-0.27, 0.11, -0.19], [-0.09, -0.13, 0.14], [0.14, -0.03, -0.11], [0.37, -0.12, 0.73], [0.34, 0.11, -0.85], [-0.13, -0.01, -0.02], [-0.42, -0.06, 0.07], [0.55, -0.06, 0.95], [-0.29, 0.01, -0.79], [-0.12, 0.25, 0.31], [0.03, -0.01, 0.15], [-0.01, -0.01, 0.01], [0.08, -0.02, 0.02], [-0.07, -0.05, 0.02], [-0.09, -0.16, 0.02], [0.09, -0.23, 0.06], [-0.19, -0.03, -0.10], [-0.16, 0.04, -0.06], [-0.41, 0.54, -0.33], [0.01, -0.01, -0.09], [-0.07, -0.01, 0.00], [0.04, 0.01, 0.01], [-0.03, 0.05, -0.03]], "lowdin_charge": [0.667, -0.173, 0.467, -0.269, -0.082, -0.061, -0.061, -0.087, -0.361, 0.900, -0.374, -0.088, -0.060, -0.067, -0.067, -0.100, -0.333, -0.073, -0.068, -0.068, -0.065, -0.120, -0.286, -0.068, -0.058, -0.062, -0.082, -0.376, 0.918, -0.361, -0.093, -0.059, -0.067, -0.065, -0.094, -0.328, -0.127, -0.080, -0.068, -0.064, -0.098, 0.033, 0.024, 0.015, 0.101, 0.108, 0.108, 0.113, 0.105, 0.109, 0.108, 0.106, 0.088, 0.109, 0.108, 0.108, 0.093, 0.043, 0.096, 0.108, 0.109, 0.102, 0.075, 0.110, 0.109, 0.109, 0.104, 0.103, 0.108, 0.109, 0.109, 0.100, 0.003, -0.146, -0.001, -0.108, -0.310, -0.062, -0.087, -0.073, -0.126, -0.291, 0.107, 0.109, 0.105, 0.164, 0.066, 0.076, 0.112, 0.136, 0.054, 0.110, 0.105, 0.105, 0.079]}